[1]
# C27H38CoN5O7P2Si

A structure of composition C27H38CoN5O7P2Si at a distorted geometry (the ωB97M-V functional and the def2-TZVPD basis, the Open Molecules 2025 dataset).

The geometry in XYZ format:
```
81
C27H38CoN5O7P2Si, DFT the ωB97M-V functional and the def2-TZVPD basis
Co 1.62 0.87 -0.93
C -0.06 1.17 0.37
Si -1.10 0.90 1.91
C -1.04 -0.89 2.82
N -0.94 -1.96 1.92
C -2.08 -2.87 1.80
C -1.89 -3.77 0.61
C -0.55 -4.44 0.53
C 0.64 -3.54 0.98
C 0.23 -2.12 1.11
C -0.64 2.02 3.33
C 0.49 1.80 4.13
C 0.63 2.62 5.22
C -0.25 3.67 5.53
C -1.26 3.99 4.65
C -1.50 3.14 3.59
C -2.86 0.98 1.32
C -2.93 1.51 0.00
C -4.15 1.59 -0.66
C -5.31 1.23 0.03
C -5.29 0.83 1.35
C -4.06 0.82 2.05
H -0.14 2.28 0.24
H -0.62 0.73 -0.47
H -1.96 -0.98 3.40
H -0.24 -0.84 3.56
H -3.00 -2.23 1.77
H -2.15 -3.51 2.73
H -2.07 -3.17 -0.29
H -2.74 -4.45 0.54
H -0.31 -4.76 -0.52
H -0.56 -5.36 1.11
H 1.42 -3.56 0.23
H 1.06 -3.90 1.95
H 0.06 -1.74 0.11
H 1.02 -1.52 1.63
H 1.17 1.02 3.96
H 1.49 2.47 5.87
H -0.14 4.19 6.45
H -1.76 4.96 4.77
H -2.36 3.29 2.91
H -2.04 1.88 -0.52
H -4.26 2.02 -1.64
H -6.29 1.24 -0.50
H -6.17 0.54 1.94
H -4.11 0.41 3.05
O 3.37 -1.81 -3.74
P 3.50 -0.45 -2.92
O 4.89 0.14 -2.84
O 2.68 -0.75 -1.64
O 2.58 0.46 -3.96
P 2.36 2.11 -3.69
O 3.88 2.61 -3.66
O 1.54 2.63 -4.83
O 1.67 2.24 -2.28
H 4.14 -2.08 -4.30
H 4.47 1.94 -3.13
N 5.13 1.47 1.19
C 4.28 1.95 2.19
C 2.98 1.75 1.74
N 3.06 1.12 0.49
C 4.36 0.97 0.24
H 6.14 1.53 1.21
H 4.77 2.35 3.06
H 2.03 2.05 2.17
H 4.76 0.48 -0.64
C 0.09 -3.53 -4.55
C -0.14 -2.18 -4.00
C -0.65 -1.04 -4.58
C -0.60 -0.02 -3.61
N -0.12 -0.56 -2.43
N 0.28 -1.81 -2.75
C -1.08 1.40 -3.67
H 0.23 -3.48 -5.62
H -0.79 -4.14 -4.30
H 1.03 -4.03 -4.16
H -1.22 -0.97 -5.52
H 0.98 -2.24 -2.20
H -2.03 1.34 -4.20
H -0.48 2.05 -4.32
H -1.10 1.92 -2.73
```

Summary:
2S+1: 4
HOMO energy (spin up / spin down), Ha: -0.152 / -0.154
HOMO-LUMO gap (spin up / spin down), hartree: 0.2418 / 0.2439
ΔE to the lowest compared entry with this formula, charge and spin, kcal per mole: 0.0
Total charge: -1

***

[2]
# C33H36ClINOPS3Sr

A structure of composition C33H36ClINOPS3Sr (the ωB97M-V functional and the def2-TZVPD basis, the Open Molecules 2025 dataset).

The geometry in XYZ format:
```
78
C33H36ClINOPS3Sr, DFT the ωB97M-V functional and the def2-TZVPD basis
Sr -0.69 -0.06 -1.28
C 2.89 4.47 0.83
C 2.12 4.34 -0.32
C 0.86 3.76 -0.26
C 0.34 3.30 0.96
C 1.13 3.44 2.10
C 2.39 4.02 2.04
P -1.29 2.45 1.07
C -2.01 3.33 2.50
C -1.80 4.68 2.77
C -2.40 5.29 3.85
C -3.22 4.56 4.70
C -3.44 3.21 4.45
C -2.83 2.60 3.36
C -2.17 3.05 -0.41
C -2.96 4.20 -0.44
C -3.57 4.56 -1.63
C -3.35 3.80 -2.77
C -2.55 2.67 -2.71
C -1.93 2.23 -1.53
H 3.86 4.95 0.78
H 2.49 4.71 -1.27
H 0.25 3.69 -1.15
H 0.74 3.11 3.06
H 2.96 4.15 2.95
H -1.15 5.26 2.11
H -2.23 6.34 4.05
H -3.69 5.03 5.55
H -4.08 2.63 5.10
H -3.00 1.55 3.17
H -3.12 4.79 0.45
H -4.21 5.44 -1.67
H -3.83 4.08 -3.70
H -2.41 2.10 -3.63
C 1.93 -5.80 -1.36
C 1.56 -4.67 -2.32
S 1.49 -2.99 -1.66
C 3.18 -2.70 -1.09
C 3.63 -3.35 0.22
S 2.43 -3.10 1.56
C 2.30 -4.73 2.34
C 2.18 -5.95 1.44
S 0.91 -5.88 0.14
H 2.97 -5.75 -1.08
H 1.79 -6.74 -1.91
H 0.56 -4.83 -2.70
H 2.24 -4.69 -3.18
H 3.24 -1.61 -0.99
H 3.88 -2.97 -1.89
H 4.59 -2.91 0.51
H 3.80 -4.41 0.09
H 1.39 -4.63 2.95
H 3.13 -4.89 3.03
H 1.95 -6.81 2.08
H 3.13 -6.19 0.97
Cl -4.14 -5.48 -1.85
C -3.23 -4.10 -2.44
C -3.70 -2.82 -2.22
C -2.97 -1.73 -2.69
C -1.75 -1.89 -3.41
C -0.95 -0.76 -3.78
C -1.33 -3.22 -3.61
C -2.05 -4.30 -3.14
H -4.63 -2.67 -1.70
H -3.38 -0.73 -2.56
H -1.52 0.12 -4.09
H -0.13 -0.97 -4.46
H -0.43 -3.39 -4.19
H -1.72 -5.32 -3.33
N 3.08 1.12 0.33
C 2.09 0.45 0.94
O 1.13 0.00 0.33
C 2.32 0.22 2.42
I 0.57 -0.31 3.48
H 2.90 1.45 -0.61
H 3.72 1.67 0.88
H 2.72 1.12 2.88
H 3.02 -0.60 2.55
```

Summary:
2S+1: 1
HOMO energy, Ha: -0.224
HOMO-LUMO gap, hartree: 0.2205
ΔE to the lowest compared entry with this formula, charge and spin, kcal per mole: 2.9

***

[3]
# C7H13BO4

The molecule C7H13BO4 at a distorted geometry (the ωB97M-V functional and the def2-TZVPD basis, the Open Molecules 2025 dataset).

The geometry in XYZ format:
```
25
C7H13BO4, DFT the ωB97M-V functional and the def2-TZVPD basis
B -2.52 -0.14 1.07
C -0.29 0.45 0.35
C 0.13 -0.73 -0.50
C 1.09 1.03 0.92
C 1.56 -1.09 0.06
C -3.16 0.53 -0.23
C 1.45 -2.45 0.79
C 2.05 1.82 -1.07
O -1.24 0.00 1.35
O 1.92 -0.08 0.99
O -0.43 -1.14 -1.46
O 1.54 2.14 0.17
H -3.07 -0.55 1.98
H -0.76 1.18 -0.29
H 0.90 1.41 1.87
H 2.38 -1.26 -0.71
H -3.16 -0.25 -1.09
H -2.73 1.40 -0.42
H -4.24 0.72 -0.07
H 1.52 -3.11 -0.07
H 0.56 -2.23 1.38
H 2.30 -2.74 1.51
H 2.21 2.71 -1.64
H 1.26 1.11 -1.49
H 3.03 1.32 -0.89
```

Summary:
2S+1: 1
HOMO energy, Ha: -0.356
HOMO-LUMO gap, hartree: 0.3709
SMILES: CBO[C@@H]1C(=O)[C@H](C)O[C@H]1OC

***

[4]
# C9H8S

The molecule C9H8S at a distorted geometry (the ωB97M-V functional and the def2-TZVPD basis, the Open Molecules 2025 dataset).

The geometry in XYZ format:
```
18
C9H8S, DFT the ωB97M-V functional and the def2-TZVPD basis
C -1.53 1.29 1.01
C -2.18 0.76 -0.12
C -0.19 1.03 1.21
C -1.49 0.02 -1.03
C 0.54 0.31 0.28
C -0.09 -0.23 -0.89
C 1.69 -1.45 0.77
C 1.97 -0.05 0.51
C 0.58 -0.99 -1.81
S 1.01 -2.49 1.73
H -2.08 1.91 1.71
H -3.24 0.94 -0.24
H 0.31 1.42 2.09
H -2.00 -0.40 -1.88
H 2.64 0.11 -0.34
H 2.38 0.42 1.41
H 0.04 -1.44 -2.63
H 1.64 -1.17 -1.79
```

Summary:
2S+1: 1
HOMO energy (spin up / spin down), Ha: -0.255 / -0.268
HOMO-LUMO gap (spin up / spin down), hartree: 0.2301 / 0.2752
ΔE to the lowest compared entry with this formula, charge and spin, kcal per mole: 45.2